(1)
This record from the OMol25 dataset describes a molecular structure, C39H31BrNPPbSi. The level of theory is ωB97M-V with the def2-TZVPD basis set.

- frontier orbital gap (Eh) = 0.220
- net charge = +2
- relative energy (zero: lowest compared OMol25 entry of this formula, charge and spin) (kJ/mol) = 10.8
- calculated total energy (a.u.) = -4956.7019
- molar mass (g/mol) = 859.848
- highest occupied orbital energy (eV) = -13.20

Last column: Mulliken charge in e.
Cartesian coordinates (Å):
Pb -0.053 0.153 -0.130  1.1300
C 6.479 1.562 -1.115  -0.5206
C 6.291 0.199 -1.300  -0.7479
C 5.085 -0.392 -0.956  -0.2269
C 4.071 0.396 -0.420  0.3820
C 4.258 1.766 -0.234  -0.4572
C 5.466 2.346 -0.579  -0.6561
P 2.530 -0.334 0.173  0.7365
C 2.438 -2.018 -0.490  0.1405
C 2.309 -2.125 -1.880  -0.3568
C 2.160 -3.369 -2.466  -0.7687
C 2.122 -4.507 -1.666  -0.5086
C 2.244 -4.400 -0.289  -0.7781
C 2.401 -3.155 0.308  -0.4187
C 2.651 -0.401 1.968  0.9285
C 3.882 -0.560 2.561  -0.3012
C 3.984 -0.679 3.956  -0.9782
C 2.858 -0.622 4.728  -0.8354
C 1.583 -0.425 4.148  0.6145
C 0.426 -0.357 4.959  -0.7824
C -0.799 -0.149 4.397  -1.0800
C -0.906 0.020 3.002  0.2271
C 0.177 -0.053 2.158  -0.8173
C 1.458 -0.297 2.737  0.2998
H 7.422 2.016 -1.389  0.4101
H 7.087 -0.409 -1.708  0.4388
H 4.942 -1.456 -1.094  0.4152
H 3.458 2.364 0.190  0.4021
H 5.619 3.406 -0.427  0.4320
H 2.347 -1.229 -2.492  0.4990
H 2.067 -3.451 -3.541  0.4625
H 2.001 -5.480 -2.123  0.4332
H 2.213 -5.289 0.326  0.4550
H 2.501 -3.072 1.383  0.4555
H 4.780 -0.599 1.958  0.5499
H 4.956 -0.820 4.409  0.4500
H 2.921 -0.721 5.805  0.4357
H 0.532 -0.471 6.031  0.4302
H -1.689 -0.111 5.011  0.4462
H -1.893 0.219 2.598  0.0305
Br 0.236 5.387 2.885  -0.1101
C 0.108 4.579 1.190  -0.6126
C 0.050 5.329 0.024  -0.0776
C -0.061 4.664 -1.187  -0.9300
C -0.109 3.284 -1.195  -0.3333
N -0.042 2.567 -0.068  0.2315
C 0.068 3.196 1.104  -0.1133
H 0.099 6.409 0.065  0.4835
H -0.104 5.212 -2.118  0.4954
H -0.193 2.731 -2.122  0.5637
H 0.134 2.580 1.993  0.6090
C -4.317 -4.088 -2.213  -0.4216
C -4.910 -3.702 -1.019  -0.6950
C -4.523 -2.525 -0.404  -0.3400
C -3.548 -1.707 -0.993  0.7318
C -2.937 -2.121 -2.183  -0.0784
C -3.319 -3.305 -2.785  -0.7183
Si -3.290 -0.063 -0.223  0.0993
C -3.528 1.541 -1.091  0.7395
C -4.398 2.465 -0.497  -0.4496
C -4.754 3.624 -1.166  -0.7759
C -4.250 3.873 -2.436  -0.4749
C -3.370 2.973 -3.028  -0.6460
C -3.007 1.818 -2.362  -0.1384
H -4.633 -5.000 -2.702  0.4148
H -5.681 -4.311 -0.567  0.4047
H -4.994 -2.236 0.530  0.3634
H -2.160 -1.519 -2.639  0.3060
H -2.849 -3.610 -3.710  0.4199
H -3.438 0.001 1.233  -0.0329
H -4.823 2.269 0.482  0.4059
H -5.439 4.319 -0.701  0.4411
H -4.555 4.762 -2.971  0.4494
H -2.989 3.158 -4.024  0.4387
H -2.328 1.118 -2.837  0.3796

(2)
This record from the OMol25 dataset describes a molecular structure, C39H32Cl2FN3O2SeV. The level of theory is ωB97M-V with the def2-TZVPD basis set.

- expectation value of S² = 2.021
- frontier orbital gap (alpha / beta) (Eh) = 0.222 / 0.236
- net charge = -1
- 2S+1 = 3
- calculated total energy (a.u.) = -6185.8742
- molar mass (g/mol) = 794.512
- highest occupied orbital energy (alpha / beta) (eV) = -4.56 / -4.96

Last column: Mulliken charge in e.
Cartesian coordinates (Å):
V 0.121 -0.214 0.691  -0.1972
Cl 1.342 -4.095 -0.877  -0.2625
C -0.344 -3.836 -1.232  1.1741
C -0.934 -4.603 -2.239  -0.7171
C -2.231 -4.388 -2.591  1.0604
Cl -2.928 -5.337 -3.884  -0.3197
C -3.001 -3.408 -1.935  0.1159
C -4.343 -3.106 -2.254  -1.0327
C -4.996 -2.131 -1.562  -0.8789
C -4.319 -1.464 -0.524  -0.2886
N -3.080 -1.714 -0.199  -0.0099
C -2.398 -2.650 -0.894  -0.0549
C -1.005 -2.831 -0.539  -0.5075
O -0.411 -2.095 0.345  -0.8569
H -0.347 -5.353 -2.752  0.4440
H -4.832 -3.648 -3.052  0.4062
H -6.023 -1.875 -1.791  0.4005
H -4.824 -0.697 0.056  0.4591
F -3.284 1.713 5.559  -0.3780
C -2.540 1.284 4.500  0.4733
C -3.029 0.270 3.708  -0.8478
C -2.261 -0.158 2.628  0.2995
C -1.014 0.403 2.324  -0.2593
C -0.574 1.428 3.172  0.3481
C -1.321 1.881 4.257  -0.8103
H -3.992 -0.172 3.938  0.4556
H -2.651 -0.944 1.993  0.3342
H 0.388 1.892 2.983  0.1301
H -0.974 2.676 4.904  0.4622
C 2.991 2.541 1.723  -1.6623
C 2.759 1.631 0.515  1.5133
C 3.928 0.653 0.379  -1.3340
C 2.631 2.475 -0.757  -1.5298
O 1.576 0.926 0.705  -0.0347
H 3.961 3.042 1.671  0.4086
H 2.953 1.943 2.636  0.1578
H 2.208 3.300 1.769  0.3845
H 4.862 1.172 0.147  0.4572
H 3.722 -0.060 -0.423  0.1785
H 4.068 0.101 1.311  0.1948
H 3.479 3.152 -0.887  0.4734
H 1.711 3.059 -0.700  0.3121
H 2.567 1.824 -1.632  0.2276
Se 2.407 -2.253 2.207  0.3837
N 2.190 -1.042 3.456  -0.4297
C 3.377 -0.811 3.983  0.6770
C 3.632 0.144 5.027  -0.5565
C 4.902 0.286 5.474  -0.5343
C 5.988 -0.494 4.935  -0.4040
C 5.796 -1.409 3.956  -0.8946
C 4.468 -1.595 3.441  0.7268
N 4.137 -2.441 2.482  -0.7570
H 2.805 0.719 5.420  0.5165
H 5.121 1.002 6.256  0.3798
H 6.983 -0.334 5.332  0.3741
H 6.604 -1.998 3.543  0.4313
C -3.186 3.990 -4.227  -0.3808
C -1.934 3.397 -4.339  -0.7796
C -1.420 2.637 -3.300  0.0599
C -2.146 2.440 -2.121  0.2852
C -3.392 3.063 -2.017  -0.4046
C -3.911 3.822 -3.056  -0.6385
C -1.617 1.658 -0.978  -1.0939
C -0.844 0.564 -0.997  0.5969
C -0.505 -0.210 -2.213  0.2822
C -1.488 -0.667 -3.102  0.2867
C -1.173 -1.522 -4.146  -0.7127
C 0.137 -1.946 -4.340  -0.5793
C 1.125 -1.502 -3.474  -0.9029
C 0.806 -0.653 -2.423  -0.1156
H -3.584 4.587 -5.038  0.3672
H -1.350 3.533 -5.241  0.3800
H -0.439 2.190 -3.392  0.3789
H -3.960 2.938 -1.102  0.4003
H -4.885 4.286 -2.950  0.3617
H -1.902 2.054 -0.005  0.4181
H -2.516 -0.365 -2.939  0.4729
H -1.959 -1.874 -4.805  0.4292
H 0.379 -2.624 -5.149  0.3932
H 2.149 -1.835 -3.600  0.3989
H 1.589 -0.323 -1.747  0.2945

(3)
This record from the OMol25 dataset describes a molecular structure, C39H32I2InN12O3S. The level of theory is ωB97M-V with the def2-TZVPD basis set.

- expectation value of S² = 0.755
- frontier orbital gap (alpha / beta) (Eh) = 0.214 / 0.274
- 2S+1 = 2
- relative energy (zero: lowest compared OMol25 entry of this formula, charge and spin) (kJ/mol) = 108.1
- calculated total energy (a.u.) = -3571.8313
- molar mass (g/mol) = 1117.459
- highest occupied orbital energy (alpha / beta) (eV) = -5.61 / -7.52

Last column: Mulliken charge in e.
Cartesian coordinates (Å):
In -0.369 -0.680 1.426  1.4553
I -2.359 6.430 3.807  0.0345
C -2.199 4.550 2.910  -0.4917
C -3.238 3.641 3.021  -0.2733
C -3.110 2.400 2.422  0.0199
I -4.661 1.011 2.556  -0.0316
C -1.964 2.013 1.698  -0.4621
O -1.904 0.849 1.112  -0.5317
C -0.918 2.968 1.614  0.8153
C 0.352 2.626 0.881  -0.2059
N 1.157 1.598 1.557  0.1543
C 1.596 1.982 2.887  -1.3395
C 0.633 1.532 3.973  0.8326
C 0.665 2.133 5.228  -0.9850
C -0.272 1.760 6.172  -0.3929
C -1.220 0.801 5.839  -1.3117
C -1.159 0.230 4.584  -0.4980
N -0.244 0.579 3.674  0.3792
C -1.051 4.213 2.208  -0.4554
H -4.137 3.891 3.567  0.4220
H 0.115 2.237 -0.113  -0.7767
H 0.951 3.538 0.771  0.5598
H 1.946 1.355 0.966  0.0697
H 2.590 1.574 3.085  0.5799
H 1.682 3.075 2.959  0.3656
H 1.396 2.903 5.437  0.5066
H -0.275 2.219 7.152  0.4193
H -1.991 0.502 6.535  0.4859
H -1.866 -0.533 4.279  0.8268
H -0.241 4.929 2.123  0.4078
O -1.004 -2.456 2.714  -0.7225
N 0.047 -2.978 3.332  0.4924
C -0.068 -3.207 4.659  -0.2476
C 0.946 -3.768 5.385  -0.8848
C 2.132 -4.099 4.728  -0.1790
C 2.244 -3.849 3.384  -0.8520
C 1.194 -3.279 2.643  0.1834
S 1.269 -2.963 0.965  -0.0114
H -1.022 -2.916 5.070  0.4724
H 0.807 -3.943 6.441  0.4101
H 2.954 -4.545 5.271  0.3934
H 3.146 -4.087 2.840  0.4457
C 4.720 -2.150 -2.106  -0.8505
N 4.606 -0.815 -1.534  1.0844
C 3.561 -0.219 -0.951  -0.5457
N 3.905 0.981 -0.520  -0.4096
C 5.217 1.056 -0.860  -0.3194
N 5.686 -0.005 -1.478  -1.1357
C 3.432 -2.580 -2.755  0.3576
C 2.831 -3.784 -2.415  -0.6730
C 1.628 -4.161 -3.000  -0.8743
C 0.998 -3.317 -3.897  -0.6802
C 1.589 -2.101 -4.228  0.6776
C 2.809 -1.745 -3.674  0.0504
C 0.865 -1.101 -5.020  0.2193
N 1.296 -0.225 -5.857  -0.6173
N 0.217 0.621 -6.126  -0.4208
C -0.775 0.176 -5.436  0.2977
O -0.445 -0.931 -4.726  -0.0850
C -2.072 0.784 -5.126  0.1345
C -2.444 2.021 -5.642  -0.7890
C -3.541 2.670 -5.098  -0.5702
C -4.229 2.122 -4.019  -0.9424
C -3.879 0.873 -3.525  0.7605
C -4.539 0.282 -2.292  -1.0418
N -3.602 -0.563 -1.568  1.2614
C -2.315 -0.336 -1.315  -0.9023
N -1.758 -1.408 -0.779  0.0771
C -2.811 -2.269 -0.675  -0.6185
N -3.941 -1.809 -1.156  -1.2066
C -2.829 0.194 -4.123  -0.0906
H 5.010 -2.853 -1.325  0.3470
H 5.531 -2.090 -2.831  0.3423
H 2.585 -0.670 -0.874  0.6715
H 5.839 1.913 -0.655  0.4701
H 3.299 -4.427 -1.680  0.3783
H 1.168 -5.101 -2.727  0.4204
H 0.037 -3.582 -4.318  0.5081
H 3.250 -0.792 -3.941  0.5596
H -1.849 2.482 -6.418  0.5151
H -3.832 3.640 -5.479  0.4032
H -5.033 2.681 -3.554  0.4492
H -5.379 -0.366 -2.541  0.3533
H -4.908 1.078 -1.642  0.3693
H -1.801 0.573 -1.580  0.8605
H -2.720 -3.264 -0.271  0.5301
H -2.535 -0.775 -3.749  0.6817
N 1.587 1.690 -2.777  0.0810
C 0.495 1.509 -2.428  -0.4171
H 2.527 1.855 -3.071  0.2498